Record 1
75
Properties=species:S:1:pos:R:3:forces:R:3 method="wB97M-V/def2-TZVPD" s_squared=2.006 homo_energy_ev="-4.230 / -4.230" charge=-1 multiplicity=3 orbital_gap_ha="0.2494 / 0.2118"
Ni 1.98898 0.64314 3.35218 -0.042 -0.440 1.327
Cl 3.14563 0.57159 1.61611 0.931 -0.155 -1.001
Cl 0.21208 -1.68400 1.13632 -0.012 0.454 1.493
Cl 2.38112 1.76491 5.26667 0.185 0.002 -0.011
Si 0.40605 -3.12646 -0.39615 1.659 -2.328 1.262
O 0.28299 -1.64801 -1.37184 0.598 1.327 -2.305
O -1.23282 1.93065 1.97198 1.877 0.012 0.804
O -2.86977 -0.72153 1.42498 -0.579 1.117 -0.732
N -0.79074 -0.32193 3.41237 -0.932 -0.149 1.460
N 0.41381 3.30281 2.74272 0.128 -0.308 0.198
N -2.88913 -0.13591 -0.77668 -0.744 1.104 0.511
N 0.42379 -0.30030 4.05836 -1.726 -1.577 0.141
C 0.76431 3.51817 -1.07404 0.268 -0.098 0.355
C -1.12348 -4.35833 -0.51657 0.163 1.047 -0.480
C 0.90907 -4.47321 1.16942 0.187 0.402 -0.037
C -0.20824 2.59902 -0.69415 0.328 -0.234 -0.178
C 0.47710 0.38042 -4.17529 -0.227 -0.885 0.487
C 1.79468 3.69853 2.55809 0.770 0.016 0.087
C 1.22493 -0.71813 -2.04713 -1.255 -0.535 0.655
C 2.00040 3.04984 -1.54736 0.154 -0.349 -0.410
C -0.49875 4.34799 3.14898 -0.076 0.211 -0.228
C 0.13672 -0.46257 5.36660 -0.348 1.036 -0.659
C 0.45981 0.61768 -5.66771 -0.411 0.181 -0.318
C -3.04257 0.89187 -1.79883 -0.193 0.143 0.061
C -0.04758 2.12708 2.27433 -1.634 0.629 -0.397
C 1.14273 0.76976 -1.55641 0.391 -0.559 1.204
C 1.31024 -2.00309 -4.31997 -0.123 0.688 0.124
C -1.23517 -0.36226 5.59131 -0.533 -0.438 -1.171
C -3.04760 -1.49850 -1.22354 0.484 0.019 0.147
C 2.04397 -3.64959 -1.25284 -0.572 -0.317 -0.338
C 0.94509 -0.73016 -3.54890 -0.175 0.691 -0.702
C 0.03305 1.22411 -0.85032 -0.473 0.108 -0.897
C 2.20245 1.68027 -1.77263 -0.693 -0.240 -0.475
C -2.99385 0.15058 0.55675 0.213 -1.040 -0.073
C -1.81565 -0.35487 4.29849 1.760 0.325 0.336
H -1.43255 3.94125 3.53486 0.068 -0.088 -0.272
H 1.08958 -1.85956 -5.39032 0.187 -0.148 0.370
H -2.83621 -0.35640 3.94046 0.223 -0.032 0.035
H 0.93306 -0.57769 6.07454 0.155 0.364 0.113
H -2.31226 -2.11546 -0.73027 0.049 -0.097 -0.017
H 0.59564 4.58600 -0.89942 0.089 -0.324 -0.268
H 2.25972 -4.72178 -1.12729 -0.135 0.353 -0.091
H 2.29009 -1.00804 -1.94467 -0.457 -0.271 0.261
H 0.03625 1.62303 -5.83066 0.317 -0.328 -0.175
H -2.89218 -1.51398 -2.29561 0.157 -0.166 -0.131
H -0.93637 -0.52535 2.39749 0.526 0.434 0.828
H 0.76953 1.33723 2.17082 -0.988 0.739 -0.762
H 2.50769 2.91601 2.86798 -0.412 0.451 -0.297
H 1.99512 -3.38916 -2.31835 0.473 -0.124 0.327
H 0.04728 -4.71632 1.80380 -0.023 0.263 0.047
H -0.03575 4.94586 3.92978 0.163 -0.150 0.198
H -1.75081 -0.23941 6.52869 0.042 -0.408 0.021
H 1.69458 -4.13898 1.86568 0.056 0.045 -0.224
H 1.22778 -5.44367 0.76419 0.090 0.013 -0.140
H -1.16712 2.93999 -0.30073 0.380 -0.093 0.079
H 1.46684 0.57553 -6.12139 -0.360 0.083 0.278
H 2.38316 -2.23276 -4.18819 -0.457 -0.078 -0.101
H -0.72154 0.49111 -0.57581 0.303 0.178 -0.010
H -1.48322 -4.58536 0.50249 0.245 0.321 -0.530
H 2.83970 -3.10508 -0.73634 0.055 0.109 -0.179
H -2.93371 1.90276 -1.36583 -0.039 -0.549 -0.152
H 1.98978 4.55500 3.20641 0.004 -0.093 -0.052
H -3.20394 1.21925 0.79092 0.349 -0.474 -0.138
H -0.78589 -5.30723 -0.96742 -0.045 0.441 0.047
H 0.70201 -2.85286 -3.95377 0.381 0.426 -0.077
H -1.94773 -3.93638 -1.07332 -0.415 -0.380 -0.469
H 3.12466 1.28166 -2.22251 -0.346 0.448 0.238
H 2.78550 3.75730 -1.84060 -0.267 -0.261 0.315
H -0.17121 -0.07438 -6.25162 0.146 0.073 0.305
H -4.03649 0.81146 -2.27419 0.253 0.092 0.087
H -4.03910 -1.87284 -0.99715 -0.345 -0.106 0.099
H -0.00179 1.18826 -3.58372 0.883 -0.479 -0.283
H -0.67818 5.03966 2.32417 -0.341 -0.016 -0.155
H -2.27504 0.76038 -2.58291 -0.227 0.063 0.407
H 1.99948 3.98136 1.51455 -0.084 -0.093 0.227

Record 2
12
Properties=species:S:1:pos:R:3:forces:R:3 method="wB97M-V/def2-TZVPD" homo_energy_ev=-14.731 charge=+1 e_above_lowest_kj_mol=307.2 multiplicity=1 orbital_gap_ha=0.2778
O -0.43599 1.56917 -1.57668 0.591 -0.526 0.276
O 2.30733 0.25341 2.09292 -0.186 -1.300 -0.044
N -0.38324 -0.82723 -0.35215 -0.613 0.337 -0.384
C -1.47299 -1.47448 -0.03412 1.332 -1.919 -0.024
H -0.32590 0.14707 -0.78277 -0.514 -0.868 -1.379
H -1.26020 2.06041 -1.57778 0.090 0.472 -0.009
H -1.43365 -2.03739 0.90220 0.337 -0.638 -0.375
H 3.00947 0.89814 2.09831 -0.142 0.622 -0.089
H -2.19323 -1.88284 -0.75416 -1.389 2.138 0.198
H 0.32617 2.15285 -1.43468 -0.570 0.167 -0.168
H 1.45143 0.61312 1.86354 0.276 0.700 0.119
H 0.41080 -1.47224 -0.44463 0.788 0.818 1.880

Record 3
15
Properties=species:S:1:pos:R:3:forces:R:3 method="wB97M-V/def2-TZVPD" homo_energy_ev="-8.234 / -7.809" e_above_lowest_kj_mol=507.6 multiplicity=1 orbital_gap_ha="0.2973 / 0.2547"
Cl 5.33723 -1.41500 -0.46387 0.315 -1.118 -0.863
O 3.34458 2.60378 -0.48047 -1.080 0.121 0.329
N 1.21324 0.29248 1.01217 0.027 -3.185 1.247
N 1.70005 1.29654 0.47256 -1.273 6.040 -4.520
N 3.86597 0.63494 0.28912 1.857 -2.901 0.437
C -0.18129 0.18420 0.76820 -0.693 -0.170 0.659
C -0.61617 -0.66588 -0.46363 -0.861 -2.630 2.848
C 3.00082 1.58615 0.11182 -0.227 2.011 -1.244
C 4.88311 -0.00775 0.27668 -0.377 1.279 1.420
H 0.99387 1.95148 -0.17718 2.292 -1.567 2.199
H -1.70001 -0.96824 -0.15365 1.781 0.315 -0.847
H -0.67206 -0.32656 -1.47811 0.530 0.623 -0.320
H -0.63791 1.20597 0.85550 -0.013 -0.749 -0.241
H 0.03578 -1.63148 -0.32433 -1.307 1.663 -0.825
H -0.42813 -0.42221 1.64794 -0.971 0.268 -0.278

Record 4
77
Properties=species:S:1:pos:R:3:forces:R:3 method="wB97M-V/def2-TZVPD" s_squared=2.014 homo_energy_ev="-13.668 / -13.680" charge=+2 e_above_lowest_kj_mol=109.6 multiplicity=3 orbital_gap_ha="0.2357 / 0.2086"
Br 4.14314 1.18622 3.60386 1.290 0.815 0.381
Ni -0.50311 -1.51920 -0.18198 -2.470 0.349 0.462
P 0.87528 -0.59842 -1.40811 4.539 1.614 -3.242
P -1.14469 1.15567 -1.18556 -1.695 2.091 -1.478
N -2.53902 -5.70786 5.16982 -0.171 0.102 -0.019
N 0.23785 3.94832 0.44733 -0.675 -0.195 0.920
N 0.27824 5.17274 2.30287 -0.135 -0.366 -0.522
C -1.92639 -5.25295 2.89838 0.259 -0.297 0.272
C 2.45539 0.47126 -1.32977 -0.101 0.936 0.465
C -2.34853 0.09657 -2.12879 1.184 0.638 -0.199
C -1.84575 -3.86656 3.12922 -1.288 -1.491 -0.120
C 1.43170 5.47785 1.59245 -0.998 -0.806 -0.305
C 3.83360 -0.16536 -1.65015 -0.058 -0.414 -0.067
C -0.41796 4.24023 1.57155 0.574 0.525 0.205
C 1.38086 4.70231 0.45381 -0.304 0.525 1.182
C 1.47197 -1.90199 3.05208 0.913 -0.004 0.341
C 0.43785 -1.24151 2.38550 -0.570 0.230 0.078
C -3.38248 -0.44275 -1.19674 -1.035 -0.703 0.531
C 2.57604 -1.14729 3.48872 -0.773 0.921 -0.419
C -0.29844 2.34574 -2.37162 0.995 -0.264 0.324
C -1.39416 -3.00399 2.06729 3.774 3.497 0.964
C 1.91302 -0.65556 -4.23321 0.133 -0.228 -0.219
C -2.25967 -6.13806 3.94107 0.159 0.727 -0.390
C -2.53787 -4.39124 5.41950 0.476 0.048 -1.017
C 0.35791 0.16916 2.44529 0.391 -0.186 -1.000
C 0.71545 -0.67329 -3.27603 -0.840 -0.298 -0.198
C 1.44962 0.91589 2.90062 0.284 -0.333 -0.241
C -2.20691 -3.43996 4.44010 0.031 0.462 -0.246
C -2.30652 2.43668 -0.50544 0.110 -0.043 1.226
C -0.91106 2.68055 -3.73046 -0.249 -0.069 -0.247
C 1.53356 -2.18531 -0.76927 0.302 -0.677 -0.213
C -0.60799 -2.06877 1.62392 -3.138 -2.738 3.189
C 2.08302 -3.11985 -1.85059 -0.209 -0.480 0.179
C 2.61017 0.26390 3.31765 -1.897 -2.046 -0.167
C -3.32315 3.07582 -1.45177 -0.303 0.133 -0.347
H 2.30783 -1.92754 -0.03335 -0.445 -0.139 0.086
H -1.67862 -5.64602 1.92127 -0.073 -0.060 0.000
H -2.79574 1.99676 0.37670 -0.040 0.135 -0.249
H 0.70281 -2.74338 -0.21539 1.243 -0.426 -0.218
H -3.82558 -1.33444 -1.64462 -0.108 0.019 0.130
H 3.91388 -0.54797 -2.67563 -0.145 0.110 0.396
H -2.77002 0.73897 -2.90561 -0.061 -0.146 0.034
H 2.09418 4.66080 -0.34054 0.198 0.004 -0.249
H 2.17705 -4.12119 -1.41649 0.111 0.126 -0.220
H -0.70105 1.91339 -4.48864 -0.189 0.157 0.176
H 1.45902 -2.99246 3.26280 -0.004 0.853 -0.531
H 2.48582 -1.59452 -4.20029 -0.106 0.434 0.017
H -2.90767 3.90073 -2.04455 0.136 -0.359 0.153
H 1.49365 1.99796 2.81349 -0.380 -0.105 0.044
H -0.19401 3.25677 -1.76045 -0.111 -0.440 -0.031
H -1.39199 3.84878 1.93189 0.930 0.291 -0.492
H -4.11369 3.54351 -0.85419 0.073 -0.248 -0.022
H -1.62991 3.22143 -0.14172 -0.241 -0.475 -0.099
H -3.79301 2.36641 -2.14247 -0.045 0.211 0.197
H -2.79694 -4.07317 6.43071 0.096 -0.099 -0.301
H 1.39378 -3.18462 -2.69768 0.227 -0.097 0.091
H 3.06740 -2.79702 -2.19780 -0.240 -0.003 0.045
H 1.49590 -0.56657 -5.25707 0.280 -0.011 0.548
H 0.10044 0.20266 -3.56754 0.067 -0.642 0.408
H -0.05126 5.59107 3.17622 0.383 -0.214 -0.600
H -4.20323 0.26104 -1.03350 0.192 -0.041 0.149
H -1.99269 2.85726 -3.68280 0.351 -0.163 -0.091
H 2.33941 1.33144 -2.02500 -0.169 -0.683 0.427
H -2.28716 -7.21751 3.75193 -0.014 0.459 0.182
H 2.58166 0.19481 -4.06146 -0.193 -0.212 -0.137
H -1.83812 -0.70973 -2.64568 0.180 -0.073 -0.090
H 0.73030 1.97899 -2.50229 -0.417 0.372 -0.159
H 4.61775 0.60177 -1.55561 -0.420 -0.105 0.108
H 0.12630 -1.57976 -3.50537 -0.043 0.423 0.087
H -0.47135 0.71649 1.97378 0.272 -0.401 0.298
H -3.00522 -0.74928 -0.19790 -0.025 0.190 -0.328
H 2.50256 0.94050 -0.33194 -0.101 -0.250 -0.199
H 2.13188 6.20228 1.92587 0.365 0.344 0.218
H -2.19079 -2.38320 4.70437 -0.051 -0.237 -0.111
H -0.46052 3.61725 -4.09230 -0.065 -0.312 0.135
H 3.42791 -1.60962 3.94284 0.235 -0.372 0.161
H 4.11809 -0.98207 -0.97552 -0.158 0.210 -0.025

Record 5
5
Properties=species:S:1:pos:R:3:forces:R:3 method="wB97M-V/def2-TZVPD" homo_energy_ev="-9.814 / -9.493" e_above_lowest_kj_mol=464.8 multiplicity=1 orbital_gap_ha="0.3303 / 0.2608"
O -1.24291 -0.68460 0.00339 0.855 0.832 0.110
C 0.01812 -0.64680 0.06552 -1.231 0.830 -0.905
C 1.24459 -0.52408 -0.06512 0.426 -0.989 0.557
H -2.20161 0.67116 -0.33988 1.284 -1.252 0.373
H 2.31977 -0.74989 0.04073 -1.334 0.579 -0.136

Record 6
41
Properties=species:S:1:pos:R:3:forces:R:3 method="wB97M-V/def2-TZVPD" s_squared=0.864 homo_energy_ev="-17.177 / -17.030" charge=+3 multiplicity=2 orbital_gap_ha="0.0964 / 0.0896"
Mn -0.51905 -2.30425 -0.40620 0.764 0.084 1.207
S -0.09216 -2.19614 1.78669 -0.596 0.051 -0.723
F 2.18719 -1.59011 3.81622 -0.028 0.097 0.062
F 1.69950 -3.69655 3.95356 -0.039 -0.024 0.071
F 3.77271 -3.05828 3.98477 0.074 -0.024 0.065
N 1.40206 -2.73071 -0.15602 -0.274 0.074 0.144
N -0.49852 1.67344 -1.04845 0.046 0.588 0.197
N -2.41921 -2.69417 -0.55171 -0.117 -0.017 -0.071
N -0.49676 -0.51102 -0.89866 -0.353 0.184 0.009
N -0.46206 8.22982 0.65444 -0.001 0.275 0.073
C 2.60774 -2.92566 1.95541 -0.203 0.064 -0.113
C -0.32056 4.76286 0.98810 0.025 -0.287 0.147
C -4.90620 -3.40129 -0.79270 0.171 0.054 0.015
C -0.64940 5.36262 -1.33885 -0.028 -0.190 -0.284
C 2.47690 -3.10549 -0.82307 0.451 -0.203 0.062
C 2.58452 -2.82052 3.48137 -0.017 -0.045 -0.214
C -0.55043 1.17214 -2.34556 0.007 -0.207 -0.196
C -0.32115 3.42660 0.64976 0.012 0.362 0.148
C -0.48873 3.06999 -0.68757 -0.012 -0.751 -0.193
C -0.55937 -0.17186 -2.25333 -0.002 0.255 -0.064
C -0.48319 5.73573 -0.00414 -0.004 0.304 0.081
C -3.52150 -3.00486 -0.65730 -0.073 -0.036 -0.001
C 3.67069 -3.40820 -0.13893 -0.194 0.010 -0.207
C -0.47408 7.12081 0.35726 -0.001 -0.431 -0.119
C 1.44361 -2.64304 1.22029 0.456 -0.226 -0.132
C 3.73314 -3.31592 1.24854 -0.019 0.026 0.019
C -0.65339 4.02622 -1.68767 -0.024 0.371 0.038
C -0.47300 0.64092 -0.21052 0.089 -0.241 -0.048
H -0.79293 3.76687 -2.72567 -0.010 -0.025 0.003
H -0.18126 2.70009 1.43560 0.016 -0.036 -0.006
H -0.18985 5.06412 2.01804 0.005 0.011 0.002
H 4.53886 -3.70919 -0.71224 0.006 0.022 0.013
H -5.47519 -2.56528 -1.20288 -0.033 -0.025 -0.006
H -0.60490 -0.89995 -3.04828 0.009 -0.008 0.021
H -4.95645 -4.25623 -1.47005 -0.052 -0.006 0.003
H 2.41916 -3.16983 -1.90203 -0.013 0.026 -0.004
H -5.29578 -3.67676 0.18853 -0.030 -0.017 -0.007
H -0.44996 0.72623 0.86061 -0.013 -0.049 0.017
H -0.57460 1.80176 -3.21558 0.002 -0.013 -0.007
H 4.65087 -3.54497 1.77789 -0.001 -0.013 -0.011
H -0.77726 6.12009 -2.09968 0.003 0.015 0.009

no.,M (g mol⁻¹)
1,613.736
2,66.080
3,147.565
4,621.210
5,42.037
6,443.336